Entry 1:
{"formula": "C2H4N2S", "method": "the ωB97M-V functional and the def2-TZVPD basis", "smiles": "C=NNC=S", "homo_energy_ev": -8.6, "gap_ev": 8.107, "species": ["C", "C", "H", "H", "H", "H", "N", "N", "S"], "coordinates": [[-0.44, 0.04, -1.35], [0.00, 0.27, 1.08], [-0.28, 0.65, -2.52], [-1.21, 0.41, -0.57], [0.99, -1.47, 0.75], [-0.49, 0.83, 0.38], [0.67, -0.63, -0.91], [0.59, -0.69, 0.46], [0.17, 0.58, 2.68]], "mulliken_charge": [-0.320, -0.022, 0.253, 0.291, 0.151, 0.228, -0.452, 0.206, -0.336]}


Entry 2:
{"formula": "C2H4N2S", "method": "the ωB97M-V functional and the def2-TZVPD basis", "homo_energy_ev": [-8.5, -8.3], "gap_ev": [8.327, 6.599], "species": ["C", "C", "N", "N", "S", "H", "H", "H", "H"], "coordinates": [[2.04, 0.08, 0.13], [0.80, -0.06, -0.37], [-3.00, -0.27, 0.31], [-2.78, 0.19, -0.69], [-0.36, 1.37, -0.40], [2.51, -0.94, 0.25], [2.54, 0.94, 0.50], [0.56, -0.97, -0.85], [-2.32, -0.35, 1.13]], "mulliken_charge": [-0.619, -0.183, -0.056, -0.079, -0.186, 0.182, 0.305, 0.343, 0.294]}


Entry 3:
{"formula": "C2H4N2S", "method": "the ωB97M-V functional and the def2-TZVPD basis", "smiles": "C=NC#N.S", "homo_energy_ev": -9.1, "gap_ev": 8.025, "species": ["C", "C", "N", "N", "S", "H", "H", "H", "H"], "coordinates": [[1.55, -0.30, -1.46], [2.22, 0.52, 0.65], [1.38, -0.59, -2.57], [1.51, -0.14, -0.22], [-1.73, -0.22, -1.34], [1.98, 0.41, 1.76], [-0.43, -0.37, -1.83], [3.23, 0.96, 0.49], [-2.04, -1.39, -1.69]], "mulliken_charge": [0.624, -0.177, -0.477, -0.321, -0.303, 0.232, 0.049, 0.252, 0.123]}


no.,calculated total energy (a.u.)
1,-586.1428
2,-586.1540
3,-586.2155